120
Properties=species:S:1:pos:R:3:mulliken_spin:R:1 method="wB97M-V/def2-TZVPD" total_energy_ev=-199166.5101 relative_energy_kcal_mol=205.89 spin_multiplicity=2 homo_energy_ev="-5.58 / -5.57" e_lumo_ev="-0.625 / -0.610" homo_lumo_gap_ev="4.950 / 4.962"
Fe 1.22336 -0.17265 0.28082 1.000
O 4.74259 -1.47426 3.16464 0.000
C 3.97327 -1.02367 2.08969 0.007
O 1.98645 0.37689 2.54847 0.028
C 4.31791 -1.03714 0.69202 0.009
C 5.50204 -1.59758 0.23741 0.002
C 5.86153 -1.39803 -1.08785 -0.002
C 5.04632 -0.60772 -1.87054 0.001
C 3.86317 -0.10291 -1.34220 -0.006
N 3.46217 -0.35793 -0.09397 0.004
C 3.04248 0.80253 -2.17673 0.004
O 3.36838 1.09676 -3.29011 -0.001
O 1.94846 1.21920 -1.51395 0.004
H 6.13133 -2.13991 0.93008 0.000
H 6.77083 -1.82812 -1.48447 0.000
H 5.29324 -0.34623 -2.88980 0.000
N 1.68150 -3.22156 -0.54105 0.008
P 1.00528 -2.43883 0.80827 -0.013
C 1.58290 -3.68629 2.02857 -0.007
C 2.92211 -4.08212 2.02434 0.001
C 3.38613 -5.00208 2.95004 -0.002
C 2.52628 -5.52571 3.90444 0.001
C 1.20315 -5.11259 3.93709 -0.001
C 0.73426 -4.19127 3.01158 0.002
C 3.05029 -0.39638 2.82288 -0.015
C 3.83366 -0.74578 4.05870 -0.004
C 4.50248 0.42123 4.69158 0.000
C 3.97228 1.64580 4.68634 0.000
C 2.69265 2.08886 4.14357 -0.002
C 1.85725 1.53700 3.25793 -0.006
C 1.62664 -2.61947 -1.79207 -0.007
C 2.38265 -3.09342 -2.86519 -0.004
C 2.19530 -2.51542 -4.10586 0.003
C 1.25292 -1.50245 -4.24531 0.000
C 0.57714 -1.07921 -3.12029 0.006
N 0.76956 -1.60297 -1.90053 0.018
H 2.26428 -4.03927 -0.45131 0.001
H 3.61037 -3.66292 1.30001 -0.001
H 4.42266 -5.31305 2.92858 0.000
H 2.88587 -6.25161 4.62161 0.000
H 0.52766 -5.50815 4.68444 0.000
H -0.30096 -3.87721 3.05812 0.001
H 3.36826 -1.42329 4.77763 0.000
H 5.48429 0.23798 5.11025 0.000
H 4.53108 2.42904 5.18629 0.000
H 2.35952 3.05143 4.51044 0.000
H 0.93807 2.02724 2.97727 0.005
H 3.08328 -3.90671 -2.71627 0.000
H 2.76946 -2.84752 -4.96105 0.000
H 1.06286 -1.03614 -5.20024 0.000
H -0.14361 -0.27112 -3.18282 0.005
C -1.61181 2.66708 0.82059 0.000
C -0.68449 3.72420 1.39932 -0.003
As -1.52194 5.49797 1.72591 0.000
C -1.96656 6.00136 -0.10683 0.000
C -2.85307 7.06815 -0.26250 0.000
C -3.19314 7.52867 -1.52271 0.000
C -2.64245 6.93049 -2.65013 0.000
C -1.74921 5.88083 -2.50661 0.000
C -1.40779 5.42339 -1.24056 0.000
C -3.28469 4.82307 2.26933 0.000
C -3.49752 4.61344 3.62991 0.000
C -4.68581 4.06225 4.08694 0.000
C -5.68071 3.71834 3.18352 0.000
C -5.48798 3.94383 1.82794 0.000
C -4.29772 4.49289 1.37419 0.000
P -0.68344 1.21091 0.08909 -0.018
C -0.40438 1.90999 -1.55737 0.015
C 0.99198 2.32496 -1.95149 -0.009
C 1.05298 2.77023 -3.37950 -0.002
C -0.04996 2.90323 -4.15683 0.000
C -1.35340 2.63014 -3.68298 -0.001
C -1.48443 2.13457 -2.40264 0.003
C -2.11034 0.05684 -0.06301 -0.003
C -2.78641 -0.27397 1.11387 -0.009
C -3.87217 -1.13290 1.09758 -0.002
C -4.29965 -1.68569 -0.10105 -0.001
C -3.60143 -1.40974 -1.26618 0.001
C -2.50168 -0.56045 -1.24617 -0.006
H -2.18842 3.07513 -0.00913 0.000
H -2.31729 2.32018 1.57711 0.000
H 0.17604 3.89502 0.74503 0.000
H -0.28948 3.40116 2.36401 0.001
H -3.28136 7.53308 0.62005 0.000
H -3.88463 8.35539 -1.62735 0.000
H -2.90843 7.28755 -3.63688 0.000
H -1.31464 5.40708 -3.37710 0.000
H -0.70532 4.60168 -1.15524 0.000
H -2.72047 4.88852 4.33588 0.000
H -4.83868 3.90629 5.14756 0.000
H -6.60555 3.27883 3.53491 0.000
H -6.26720 3.68984 1.12036 0.000
H -4.15985 4.66715 0.31398 0.000
H 1.34855 3.15567 -1.30889 0.000
H 2.02332 3.01739 -3.77269 0.000
H 0.07078 3.24702 -5.17889 0.000
H -2.22375 2.79157 -4.30459 0.000
H -2.47871 1.88639 -2.04467 0.000
H -2.45480 0.14018 2.06015 0.002
H -4.38461 -1.37495 2.01988 0.000
H -5.16209 -2.33975 -0.12173 0.000
H -3.91566 -1.84685 -2.20731 0.000
H -1.96119 -0.37594 -2.16440 0.000
F -3.15663 -3.42174 -3.79746 0.000
C -2.20575 -4.18913 -3.25947 0.000
C -2.08606 -4.26646 -1.92748 0.001
N -1.09768 -5.02329 -1.33506 0.000
C -1.07349 -5.17322 0.11428 0.000
C -1.41043 -3.90400 0.88731 0.000
O -2.37025 -3.86397 1.59693 0.000
O -0.62689 -2.80332 0.78117 -0.008
C -0.19256 -5.74834 -2.08634 0.000
O 0.71392 -6.39455 -1.59033 0.000
N -0.41061 -5.69844 -3.43895 0.000
C -1.33765 -4.92447 -4.15334 0.000
O -1.34643 -4.93374 -5.35957 0.000
H -2.74435 -3.71525 -1.26914 0.000
H -0.09254 -5.55117 0.40005 0.000
H -1.82918 -5.90612 0.39809 0.000
H 0.22618 -6.23979 -4.00386 0.000